No. 1
# C14H49BN14O10Si2

A cluster of 8 separate species, C14H49BN14O10Si2 in total (ωB97M-V/def2-TZVPD, the OMol25 dataset).

Properties
Kohn-Sham gap: 0.3465 hartree
highest occupied orbital energy: -9.052 eV
SMILES string: CCB(O)[Si@H](O)CCO[Si](C)(C)C.NC(N)=O.NC(N)=O.NC(N)=O.NC(N)=O.NC(N)=O.NC(N)=O.NC(N)=O

The geometry in XYZ format:
```
90
Properties=species:S:1:pos:R:3:lowdin_charge:R:1
C 3.91020 -3.32404 -0.37079 -0.10
C 4.50633 -2.04391 0.30327 -0.18
B 4.19776 -0.76231 -0.57186 -0.49
O 4.43935 -0.80116 -1.93709 0.09
Si 3.36823 0.85391 0.28320 0.62
O 3.19391 0.58132 1.95465 -0.22
C 1.61478 1.08889 -0.39227 -0.24
C 0.83029 -0.25155 -0.43042 -0.32
O -0.36055 -0.15368 0.35785 -0.24
Si -1.69839 -0.82943 -0.44871 0.45
C -1.30610 -2.46500 -1.30167 -0.17
C -2.22805 0.43786 -1.73433 -0.14
C -3.01763 -1.17931 0.85649 -0.15
H 3.47222 -3.10203 -1.34289 0.06
H 4.68511 -4.08194 -0.47133 0.05
H 3.12090 -3.75807 0.24629 0.06
H 4.05492 -1.90800 1.28492 0.06
H 5.58543 -2.15346 0.41324 0.09
H 4.28405 0.08764 -2.28919 0.09
H 4.15594 2.09371 0.04938 -0.02
H 2.41415 1.07129 2.25591 0.05
H 1.62297 1.50707 -1.40172 0.08
H 1.02657 1.77645 0.21969 0.06
H 0.60677 -0.45231 -1.48194 0.10
H 1.41724 -1.08529 -0.02607 0.10
H -0.58472 -3.07492 -0.74878 0.03
H -2.22926 -3.03026 -1.42646 0.03
H -0.88931 -2.31625 -2.29978 0.02
H -2.54076 -0.01440 -2.67528 0.03
H -1.33835 1.03556 -1.95423 0.01
H -2.96206 1.13563 -1.33381 0.03
H -3.18116 -2.25759 0.88506 0.02
H -3.94817 -0.63331 0.71838 0.03
H -2.61565 -0.90960 1.83811 0.01
C -4.33642 1.65050 3.51861 -0.69
O -5.31475 1.70511 2.79471 0.02
N -3.06442 1.79626 3.04368 0.16
N -4.43702 1.43372 4.86654 0.14
H -2.24541 1.75052 3.61876 0.09
H -2.95906 1.95130 2.05745 0.10
H -5.35860 1.31866 5.24371 0.10
H -3.64777 1.37975 5.48118 0.09
C -1.57782 4.08632 -2.31116 -0.68
O -0.70748 3.33937 -1.87795 -0.01
N -2.24626 4.98851 -1.55363 0.18
N -1.96180 4.05727 -3.62655 0.15
H -2.96147 5.58597 -1.93184 0.06
H -2.00507 5.05604 -0.57870 0.07
H -1.49902 3.40396 -4.22940 0.09
H -2.66661 4.66531 -4.00245 0.08
C 0.52380 5.35782 1.51506 -0.67
O -0.36228 5.61246 0.72099 0.03
N 0.59559 5.93307 2.75406 0.15
N 1.51194 4.46588 1.21286 0.16
H 1.32063 5.73612 3.41681 0.09
H -0.12097 6.59171 2.99505 0.10
H 1.46528 4.03122 0.30711 0.09
H 2.26618 4.23397 1.83119 0.09
C -1.92278 -5.19883 -3.88400 -0.69
O -2.38608 -4.07911 -4.00043 0.02
N -2.67201 -6.32552 -4.08627 0.15
N -0.61859 -5.41734 -3.53603 0.15
H -2.31336 -7.25624 -3.99299 0.09
H -3.63310 -6.19573 -4.34059 0.10
H -0.04746 -4.60954 -3.37123 0.10
H -0.21613 -6.32868 -3.43076 0.09
C 1.55475 -2.96929 4.24555 -0.69
O 1.47046 -3.74223 5.18508 0.01
N 0.54757 -2.81414 3.33207 0.15
N 2.65580 -2.19385 4.02453 0.16
H 0.59845 -2.18844 2.54861 0.08
H -0.28311 -3.35944 3.46582 0.10
H 3.42036 -2.28216 4.66737 0.11
H 2.73729 -1.54558 3.26228 0.06
C -5.88724 5.97489 -2.92510 -0.67
O -4.71338 6.31552 -2.91567 0.01
N -6.26540 4.67264 -3.06479 0.16
N -6.90204 6.87554 -2.79092 0.15
H -7.22023 4.36901 -3.06653 0.10
H -5.53679 3.98717 -3.14563 0.10
H -6.64836 7.83968 -2.68219 0.11
H -7.87147 6.62285 -2.79046 0.09
C 7.22294 -4.67625 1.51288 -0.68
O 7.05904 -3.51472 1.84170 0.02
N 8.41114 -5.13576 1.01635 0.15
N 6.22903 -5.60879 1.61668 0.15
H 8.56836 -6.08601 0.74078 0.09
H 9.15818 -4.47250 0.93068 0.10
H 5.34749 -5.29957 1.98324 0.10
H 6.33857 -6.56994 1.35602 0.09
```



No. 2
# C11H17NO2

A structure of composition C11H17NO2 (ωB97M-V/def2-TZVPD, the OMol25 dataset).

Properties
Kohn-Sham gap: 0.3187 hartree
highest occupied orbital energy: -8.191 eV
energy above the lowest of the compared OMol25 structures with the same formula, charge and spin: 264.45 kcal per mole

The geometry in XYZ format:
```
31
Properties=species:S:1:pos:R:3:nbo_charge:R:1
N -0.77977 0.88618 -1.70718 -0.43
C -1.27534 0.78456 -0.38469 0.04
C -0.76336 1.38166 0.74390 -0.35
C 0.27775 2.30267 0.58399 -0.18
C 0.73985 2.42956 -0.73506 -0.23
C 0.25853 1.67920 -1.77720 0.03
H -2.15656 0.16105 -0.35188 0.19
H -1.11443 1.27227 1.75937 0.24
H 0.73255 3.00053 1.27142 0.23
H 1.46050 3.20088 -0.96341 0.21
H 0.67253 1.86481 -2.75728 0.19
C -0.27567 0.92536 2.58189 -0.72
C 0.96868 0.17683 2.03951 0.61
O 1.39589 0.31305 0.90982 -0.51
C 1.75721 -0.67418 3.05945 -0.71
H -0.38519 1.94773 2.22013 0.27
H -0.12054 1.06259 3.65203 0.19
H -1.23202 0.43366 2.40380 0.25
H 2.42969 -1.33958 2.51805 0.24
H 1.14215 -1.29110 3.71458 0.23
H 2.37439 -0.07474 3.72868 0.24
C 0.20761 -1.21936 -1.66407 -0.73
C -0.54969 -2.55456 -1.77165 0.61
O -0.42419 -3.51716 -1.06085 -0.56
C -1.41829 -2.61221 -3.01263 -0.74
H 0.72282 -1.38261 -0.71748 0.22
H -0.49626 -0.39393 -1.55766 0.26
H 0.89939 -0.94757 -2.46136 0.22
H -1.92711 -1.70722 -3.34459 0.22
H -2.28364 -3.27497 -3.01150 0.22
H -0.83748 -2.83340 -3.90809 0.23
```



No. 3
# C2H4O2

A structure of composition C2H4O2 (ωB97M-V/def2-TZVPD, the OMol25 dataset).

Properties
Kohn-Sham gap: 0.3789 hartree
highest occupied orbital energy: -10.132 eV
energy above the lowest of the compared OMol25 structures with the same formula, charge and spin: 103.13 kcal per mole

The geometry in XYZ format:
```
8
Properties=species:S:1:pos:R:3:nbo_charge:R:1
O 1.41015 0.77167 0.03864 -0.70
C 0.08658 0.46184 -0.15966 -0.12
C -0.30263 -0.98531 -0.31229 0.39
O 0.46437 -1.90474 -0.40953 -0.47
H 0.70237 0.92394 0.92426 0.50
H -0.47815 0.69015 0.99256 0.10
H -0.47820 1.15337 -0.79159 0.21
H -1.40449 -1.11091 -0.28240 0.10
```



No. 4
# C6H15NO2Si

A cluster of 2 separate species, C6H15NO2Si in total (ωB97M-V/def2-TZVPD, the OMol25 dataset).

Properties
Kohn-Sham gap: 0.3779 hartree
highest occupied orbital energy: -9.691 eV
energy above the lowest of the compared OMol25 structures with the same formula, charge and spin: 53.91 kcal per mole
SMILES string: C[C@]1([Si](C)(C)C)OC1=O.N

The geometry in XYZ format:
```
25
Properties=species:S:1:pos:R:3:nbo_charge:R:1
C 0.77460 1.20500 1.65140 0.79
C 2.21997 -0.66005 0.49432 -0.66
C -0.48923 -1.54944 -1.31430 -1.11
C 0.42486 1.28472 -2.31138 -1.11
C -1.72150 1.23203 -0.06693 -1.07
C 1.09296 0.30230 0.54134 -0.26
N -1.15407 -1.52720 2.46553 -1.05
O 0.32883 1.47214 2.68430 -0.53
O 1.52928 1.75530 0.71271 -0.49
Si -0.22124 0.26885 -0.86956 1.58
H 2.03715 -1.59336 -0.14129 0.22
H 2.49206 -1.04740 1.46368 0.23
H 3.13894 -0.26583 0.10740 0.24
H -1.41929 -1.56813 -1.98616 0.24
H 0.16082 -2.00410 -1.95499 0.24
H -0.53677 -2.24622 -0.54185 0.24
H 1.53693 1.25277 -2.49462 0.26
H -0.13288 0.74874 -2.99290 0.22
H 0.24001 2.37596 -2.35457 0.26
H -2.29116 1.50740 -0.90009 0.23
H -2.36708 0.95006 0.69362 0.24
H -1.31702 2.09125 0.38712 0.24
H -1.21176 -1.81907 1.49737 0.34
H -2.02817 -1.63862 2.85613 0.35
H -1.08625 -0.52711 2.37372 0.36
```



No. 5
# C5H12O

An isolated molecule of C5H12O (ωB97M-V/def2-TZVPD, the OMol25 dataset).

Properties
Kohn-Sham gap: 0.3960 hartree
highest occupied orbital energy: -9.834 eV
energy above the lowest of the compared OMol25 structures with the same formula, charge and spin: 34.64 kcal per mole
SMILES string: COC(C)(C)C

The geometry in XYZ format:
```
18
Properties=species:S:1:pos:R:3:nbo_charge:R:1
C -2.05170 -0.07343 -0.07224 -0.26
C 0.36414 -0.01426 0.03880 0.21
C 0.68648 -1.19492 0.91852 -0.63
C 1.41718 0.02028 -1.05476 -0.60
C 0.42288 1.32574 0.76230 -0.65
H -2.22869 -0.92041 0.55252 0.17
H -2.79322 -0.08856 -0.85976 0.19
H -2.33072 0.87464 0.42732 0.16
H 0.64418 -2.07770 0.30242 0.22
H 0.01637 -1.24028 1.73452 0.21
H 1.76818 -1.11807 1.21681 0.22
H 1.35603 -0.73063 -1.91186 0.23
H 2.35093 -0.09056 -0.51114 0.20
H 1.50709 1.06830 -1.58788 0.21
H -0.03041 1.28885 1.88640 0.21
H -0.23280 2.06745 0.17299 0.23
H 1.53896 1.77086 0.80644 0.23
O -0.82497 -0.14805 -0.72307 -0.54
```



No. 6
# C18H23N6O6PPd

A structure of composition C18H23N6O6PPd (ωB97M-V/def2-TZVPD, the OMol25 dataset).

Properties
Kohn-Sham gap (alpha / beta): 0.2652 / 0.2672 hartree
highest occupied orbital energy (alpha / beta): -14.302 / -14.187 eV
energy above the lowest of the compared OMol25 structures with the same formula, charge and spin: 77.97 kcal per mole
net charge: +2

The geometry in XYZ format:
```
55
Properties=species:S:1:pos:R:3:nbo_charge:R:1
Pd 0.36681 -0.10741 -0.21024 0.85
C -3.33201 -2.67731 0.18874 -0.23
C -4.19043 -1.81286 0.85132 -0.12
C -3.82798 -0.48692 1.00791 -0.20
C -2.61151 -0.06519 0.50817 0.16
N -1.77225 -0.89323 -0.10608 -0.51
C -2.13227 -2.17460 -0.26911 0.05
C -2.11769 1.33203 0.59769 0.18
C -2.93188 2.37332 0.98072 -0.21
C -2.41507 3.65831 1.04282 -0.10
C -1.08917 3.86492 0.72138 -0.23
C -0.32291 2.78480 0.33339 0.07
N -0.82581 1.54406 0.26579 -0.43
H -3.58080 -3.72242 0.04315 0.25
H -5.13644 -2.16723 1.24190 0.25
H -4.48604 0.19859 1.52302 0.24
H -1.42663 -2.80292 -0.78865 0.20
H -3.96926 2.19579 1.22829 0.24
H -3.04819 4.48410 1.34362 0.25
H -0.64006 4.84741 0.77100 0.26
H 0.72589 2.88111 0.09732 0.26
C 0.55247 -4.04853 -0.03257 -0.66
C 1.69942 -3.10159 -0.08925 0.43
N 1.65598 -1.76797 -0.12247 -0.51
C 2.98137 -1.36136 -0.14967 0.46
C 3.81161 -2.41228 -0.13215 -0.08
N 2.96847 -3.50264 -0.11213 -0.45
C 5.26379 -2.60989 -0.26131 0.77
O 6.04334 -1.52022 -0.15729 -0.63
O 5.71131 -3.69713 -0.47754 -0.53
C 2.53467 0.86812 0.41362 0.95
O 2.58821 2.00721 -0.12291 -0.75
O 1.94109 0.46332 1.43327 -0.66
H -0.17696 -3.71697 0.70424 0.25
H 0.89440 -5.04338 0.25256 0.26
H 0.06898 -4.13249 -1.00897 0.23
H 3.30716 -4.45476 -0.09321 0.46
H 5.51986 -0.75313 0.11402 0.49
N -0.24138 -1.27245 -4.61266 -0.71
C -0.68621 -0.15584 -3.69228 -0.56
P 0.79239 0.09178 -2.55484 1.29
O 1.76399 -0.97521 -3.11063 -1.13
O 3.36168 -0.06138 -0.28124 -0.54
C 1.42996 1.69114 -3.19864 -0.58
N 2.81429 1.94892 -2.69464 -0.71
H -0.23506 -1.00412 -5.59263 0.44
H -0.81230 -2.10682 -4.52194 0.44
H 0.76222 -1.47897 -4.27786 0.48
H -1.57510 -0.44729 -3.14400 0.25
H -0.90909 0.73377 -4.27553 0.25
H 0.79332 2.53150 -2.91767 0.25
H 1.46043 1.59393 -4.27978 0.23
H 3.42965 1.16732 -2.92089 0.44
H 2.76640 2.03377 -1.60303 0.47
H 3.21231 2.79422 -3.09291 0.44
```



What are the E_tot values for these records? In order: -2686.0965; -634.1766; -228.9422; -732.2867; -272.8935; -1948.5126 a.u..